# 1
This record from the Open Molecules 2025 dataset describes a molecular structure, C52H45IrN6P2S at a distorted geometry. The level of theory is wB97M-V/def2-TZVPD.

Last column: Löwdin spin population.
CARTESIAN COORDINATES (ANGSTROEM)
1 Ir 0.11 0.22 -0.23  0.61
2 C 1.19 1.77 3.47  0.00
3 C 2.42 1.37 2.68  0.00
4 P 2.22 0.34 1.17  0.00
5 C 3.73 0.86 0.31  0.00
6 C 3.75 2.15 -0.22  0.00
7 C 4.91 2.66 -0.77  0.00
8 C 6.07 1.88 -0.78  0.00
9 C 6.05 0.60 -0.26  0.00
10 C 4.88 0.08 0.28  0.00
11 C 2.53 -1.37 1.68  0.00
12 C 2.65 -1.76 3.01  0.00
13 C 2.92 -3.09 3.32  0.00
14 C 3.05 -4.03 2.31  0.00
15 C 2.90 -3.65 0.98  0.00
16 C 2.63 -2.33 0.66  0.00
17 C 0.28 2.61 2.60  0.00
18 P -0.79 1.83 1.35  0.01
19 C -2.24 1.17 2.22  0.01
20 C -2.62 1.65 3.47  0.00
21 C -3.78 1.18 4.07  0.00
22 C -4.57 0.23 3.43  0.00
23 C -4.18 -0.26 2.20  0.00
24 C -3.02 0.19 1.60  0.00
25 C -1.31 3.39 0.58  0.00
26 C -0.43 4.01 -0.31  0.00
27 C -0.69 5.30 -0.76  0.00
28 C -1.83 5.97 -0.33  0.00
29 C -2.71 5.34 0.54  0.00
30 C -2.45 4.06 1.00  0.00
31 H 1.52 2.39 4.31  0.00
32 H 0.68 0.92 3.91  0.00
33 H 3.14 0.84 3.30  0.00
34 H 2.92 2.28 2.33  0.00
35 H 2.85 2.76 -0.20  0.00
36 H 4.93 3.67 -1.16  0.00
37 H 6.98 2.28 -1.20  0.00
38 H 6.95 0.00 -0.26  0.00
39 H 4.88 -0.92 0.70  0.00
40 H 2.54 -1.05 3.81  0.00
41 H 3.03 -3.38 4.36  0.00
42 H 3.26 -5.06 2.56  0.00
43 H 3.00 -4.38 0.19  0.00
44 H 2.51 -2.03 -0.37  0.00
45 H 0.89 3.32 2.03  0.00
46 H -0.39 3.22 3.21  0.00
47 H -2.04 2.40 3.99  0.00
48 H -4.08 1.57 5.04  0.00
49 H -5.48 -0.12 3.90  0.00
50 H -4.79 -1.01 1.70  0.00
51 H -2.71 -0.22 0.65  0.00
52 H 0.45 3.49 -0.65  0.00
53 H 0.00 5.78 -1.44  0.00
54 H -2.03 6.98 -0.66  0.00
55 H -3.60 5.86 0.88  0.00
56 H -3.14 3.59 1.70  0.00
57 C 4.13 0.92 -3.91  0.00
58 N 2.86 1.63 -3.98  0.01
59 C 2.54 2.65 -4.85  0.00
60 C 1.29 3.03 -4.60  0.00
61 N 0.81 2.22 -3.56  0.00
62 C 1.81 1.38 -3.18  0.01
63 S 1.92 0.19 -1.98  0.12
64 C -0.55 2.23 -3.14  0.00
65 C -1.48 2.83 -3.99  0.00
66 C -2.81 2.88 -3.61  0.00
67 C -3.18 2.34 -2.40  0.00
68 C -2.20 1.75 -1.63  0.01
69 N -0.89 1.69 -1.97  0.06
70 H 4.78 1.29 -4.71  0.00
71 H 3.97 -0.15 -4.05  0.00
72 H 4.60 1.08 -2.95  0.00
73 H 3.24 3.02 -5.58  0.00
74 H 0.72 3.82 -5.04  0.00
75 H -1.18 3.23 -4.94  0.00
76 H -3.54 3.33 -4.27  0.00
77 H -4.20 2.35 -2.05  0.00
78 H -2.47 1.29 -0.70  0.00
79 N -4.89 -9.00 -0.06  0.00
80 C -4.29 -8.01 -0.06  0.00
81 C -3.57 -6.80 -0.07  0.00
82 C -2.18 -6.81 -0.40  0.00
83 C -1.50 -5.64 -0.43  0.00
84 C -2.16 -4.41 -0.13  0.00
85 C -3.54 -4.41 0.23  0.00
86 C -4.24 -5.58 0.25  0.00
87 C -1.44 -3.12 -0.19  0.00
88 C -1.01 -2.58 1.00  0.00
89 C -1.07 -3.21 2.27  0.04
90 C -0.58 -2.33 3.19  0.02
91 C -0.24 -1.17 2.46  0.01
92 N -0.45 -1.31 1.16  0.03
93 C -1.29 -2.54 -1.42  0.00
94 C -1.66 -3.10 -2.67  0.02
95 C -1.32 -2.19 -3.64  0.01
96 C -0.77 -1.10 -2.95  0.01
97 N -0.74 -1.28 -1.63  0.01
98 H -1.68 -7.75 -0.63  0.00
99 H -0.44 -5.63 -0.69  0.00
100 H -4.03 -3.48 0.47  0.00
101 H -5.29 -5.59 0.49  0.00
102 H -1.42 -4.22 2.45  0.00
103 H -0.48 -2.46 4.26  0.00
104 H 0.13 -0.25 2.87  0.00
105 H -2.11 -4.08 -2.81  0.00
106 H -1.44 -2.27 -4.70  0.00
107 H -0.39 -0.20 -3.41  0.00

Output
Multiplicity ... 2
Gap between HOMO and LUMO (spin up / spin down) ... 5.4 / 4.3 eV
HOMO energy (spin up / spin down) ... -14.961 / -14.947 eV
Net charge ... +3


# 2
This record from the Open Molecules 2025 dataset describes a molecular structure, C52H46BN12O4STeTl. The level of theory is wB97M-V/def2-TZVPD.

Last column: Mulliken charge in e.
CARTESIAN COORDINATES (ANGSTROEM)
1 Tl -0.99 -0.01 -0.34  1.03
2 N -4.50 -3.99 0.20  -0.85
3 C -4.60 -2.53 0.11  0.52
4 C -4.20 -2.05 -1.27  0.17
5 O -4.10 -3.02 -2.19  -0.45
6 O -4.01 -0.89 -1.52  -0.52
7 H -5.10 -4.36 0.92  0.21
8 H -3.54 -4.24 0.42  0.29
9 H -4.27 -3.85 -1.70  0.37
10 H -3.99 -1.98 0.83  -0.26
11 H -5.64 -2.23 0.26  0.55
12 C -2.28 1.26 4.68  -0.24
13 C -2.23 -0.05 4.22  -0.88
14 C -2.62 -0.31 2.92  0.26
15 N -3.07 0.62 2.08  -0.04
16 C -3.12 1.87 2.53  0.10
17 C -2.74 2.24 3.81  -0.67
18 H -1.96 1.51 5.68  0.38
19 H -1.85 -0.85 4.85  0.41
20 H -2.53 -1.31 2.51  0.07
21 H -3.46 2.62 1.82  -0.01
22 H -2.78 3.28 4.11  0.40
23 N 4.41 3.33 3.42  0.34
24 C 5.55 3.58 4.15  0.61
25 C 6.57 4.52 4.00  -0.89
26 C 7.57 4.51 4.95  -0.37
27 C 7.56 3.60 6.02  -0.43
28 C 6.55 2.67 6.16  -0.67
29 C 5.53 2.66 5.21  0.42
30 N 4.41 1.85 5.11  -0.83
31 C 3.79 2.27 4.03  -0.28
32 C 2.56 1.72 3.46  1.25
33 C 1.64 2.55 2.85  -0.83
34 C 0.54 1.97 2.23  -0.49
35 N 0.31 0.66 2.22  0.47
36 C 1.19 -0.13 2.84  -0.56
37 C 2.32 0.35 3.47  -0.98
38 H 4.16 3.68 2.49  -0.20
39 H 6.57 5.22 3.17  0.41
40 H 8.39 5.22 4.86  0.36
41 H 8.37 3.63 6.74  0.36
42 H 6.53 1.97 6.98  0.41
43 H 1.78 3.62 2.79  0.60
44 H -0.18 2.59 1.70  0.19
45 H 0.98 -1.20 2.79  0.47
46 H 3.03 -0.33 3.94  0.47
47 C 2.32 -0.41 -3.10  -1.24
48 C 1.14 -1.29 -3.34  0.35
49 N 0.10 -1.40 -2.55  0.80
50 C -0.76 -2.30 -3.15  -0.04
51 C -0.23 -2.73 -4.32  -1.45
52 N 0.98 -2.09 -4.44  0.81
53 C 1.96 -2.31 -5.46  -0.94
54 N 2.41 -3.70 -5.42  0.69
55 N 2.60 -4.38 -6.56  -0.79
56 N 3.03 -5.56 -6.29  -0.64
57 C 3.12 -5.68 -4.92  -0.03
58 C 3.49 -6.77 -4.12  -0.70
59 C 3.44 -6.60 -2.76  -0.61
60 C 3.02 -5.37 -2.19  -0.86
61 C 2.65 -4.30 -2.95  -0.33
62 C 2.72 -4.48 -4.34  1.46
63 H 2.13 0.21 -2.23  -0.28
64 H 2.50 0.24 -3.95  0.43
65 H 3.22 -1.00 -2.92  0.38
66 H -1.70 -2.56 -2.70  0.26
67 H -0.59 -3.41 -5.07  0.48
68 H 2.79 -1.64 -5.29  0.32
69 H 1.55 -2.13 -6.46  0.47
70 H 3.80 -7.70 -4.57  0.41
71 H 3.71 -7.41 -2.10  0.36
72 H 2.97 -5.29 -1.11  0.49
73 H 2.30 -3.38 -2.50  0.42
74 O 0.04 -3.05 1.64  -0.06
75 B -0.90 -2.70 0.61  -0.34
76 O -1.43 -3.99 0.17  -0.60
77 C -0.81 -4.97 0.88  0.59
78 C -0.97 -6.34 0.80  -1.04
79 C -0.20 -7.13 1.66  -0.54
80 C 0.69 -6.55 2.55  -0.53
81 C 0.84 -5.16 2.63  -1.05
82 C 0.08 -4.40 1.78  0.59
83 H -1.66 -6.78 0.08  0.47
84 H -0.29 -8.20 1.62  0.38
85 H 1.27 -7.18 3.21  0.39
86 H 1.54 -4.70 3.32  0.49
87 S 3.96 3.97 0.10  -0.60
88 C 3.00 2.67 -0.31  0.27
89 N 2.33 1.76 -0.59  -0.64
90 C -3.89 3.73 -0.82  -1.56
91 Te -1.77 4.07 -0.56  0.46
92 C -2.73 5.27 1.22  -1.65
93 C -4.07 5.68 0.73  1.12
94 C -4.76 6.81 1.18  -0.55
95 C -6.01 7.14 0.68  -0.49
96 C -6.60 6.34 -0.30  -0.49
97 C -5.92 5.23 -0.76  -0.69
98 C -4.66 4.89 -0.27  0.73
99 H -4.16 2.79 -0.33  0.38
100 H -4.08 3.61 -1.89  0.67
101 H -2.11 6.14 1.49  0.51
102 H -2.81 4.63 2.10  -0.05
103 H -4.30 7.43 1.94  0.39
104 H -6.53 8.02 1.04  0.35
105 H -7.58 6.59 -0.70  0.36
106 H -6.36 4.61 -1.54  0.41
107 N 0.23 0.04 -6.84  -0.74
108 C -0.15 0.62 -5.92  0.03
109 C -0.61 1.34 -4.77  0.49
110 C 0.22 2.28 -4.16  -0.83
111 C -0.23 2.97 -3.04  -0.30
112 C -1.50 2.78 -2.50  -1.03
113 C -2.31 1.81 -3.12  0.77
114 C -1.88 1.10 -4.23  -0.33
115 H 1.21 2.46 -4.56  0.39
116 H 0.45 3.68 -2.57  0.24
117 H -3.29 1.58 -2.72  0.28
118 H -2.51 0.34 -4.68  0.40

Output
Multiplicity ... 1
Gap between HOMO and LUMO ... 5.6 eV
HOMO energy ... -2.005 eV
Net charge ... -2


Relative energy (zero: lowest compared OMol25 entry of this formula, charge and spin) (computed, kcal/mol): 0.0; 0.0
E (computed, Eh): -3521.4192; -3830.8847